Model a:
{
  "formula": "C6H11O",
  "method": "ωB97M-V with the def2-TZVPD basis set",
  "species": ["C", "O", "C", "C", "C", "C", "C", "H", "H", "H", "H", "H", "H", "H", "H", "H", "H", "H"],
  "xyz": [[1.932, -0.847, 0.150], [1.711, -1.700, 1.157], [0.852, -0.886, -1.018], [0.173, 0.509, -1.187], [-0.359, 1.111, 0.122], [-2.450, 0.338, 1.298], [-1.195, 0.086, 0.893], [2.022, 0.213, 0.539], [2.882, -1.086, -0.434], [0.149, -1.669, -0.748], [1.422, -1.104, -1.935], [-0.722, 0.216, -1.781], [0.706, 1.180, -1.857], [-1.153, 1.825, -0.180], [0.377, 1.686, 0.677], [-2.683, 1.384, 1.459], [-3.068, -0.465, 1.664], [-0.596, -0.790, 1.181]],
  "e_lumo_ev": 3.94,
  "charge": -1,
  "homo_lumo_gap_ev": 6.14,
  "e_homo_ev": -2.20,
  "multiplicity": 1
}

Model b:
{
  "formula": "C6H11O",
  "method": "ωB97M-V with the def2-TZVPD basis set",
  "species": ["C", "O", "C", "C", "C", "C", "C", "H", "H", "H", "H", "H", "H", "H", "H", "H", "H", "H"],
  "xyz": [[-2.415, 0.347, 0.164], [-3.375, 0.170, -0.790], [-1.219, -0.662, 0.042], [-0.192, -0.533, 1.087], [1.230, 0.851, 0.670], [2.373, 0.404, 0.108], [2.371, -0.282, -1.228], [-1.953, 1.385, 0.134], [-2.799, 0.152, 1.212], [-0.802, -0.479, -0.955], [-1.633, -1.685, 0.014], [0.546, -1.303, 1.281], [-0.418, 0.066, 2.026], [0.180, 1.443, -0.381], [1.111, 1.496, 1.468], [1.562, 0.176, -1.838], [3.258, -0.152, -1.783], [2.177, -1.394, -1.231]],
  "e_lumo_ev": 2.55,
  "charge": -1,
  "homo_lumo_gap_ev": 5.14,
  "e_homo_ev": -2.59,
  "multiplicity": 1
}

model a wins, 118.4 kcal/mol ahead of the next structure.

Model a:
{
  "formula": "C2H5NO",
  "method": "ωB97M-V with the def2-TZVPD basis set",
  "species": ["C", "C", "O", "N", "H", "H", "H", "H", "H"],
  "xyz": [[0.150, 1.276, 0.001], [-0.199, -0.749, 1.345], [-0.363, -1.469, 2.259], [-0.037, -0.113, 0.335], [-0.700, 1.873, 0.346], [0.229, 1.376, -1.083], [1.067, 1.661, 0.456], [-0.058, -2.278, -1.955], [-0.090, -1.578, -1.704]],
  "e_lumo_ev": 0.73,
  "charge": 0,
  "homo_lumo_gap_ev": 11.17,
  "e_homo_ev": -10.44,
  "multiplicity": 1
}

Model b:
{
  "formula": "C2H5NO",
  "method": "ωB97M-V with the def2-TZVPD basis set",
  "species": ["C", "C", "N", "O", "H", "H", "H", "H", "H"],
  "xyz": [[-0.905, -0.155, -0.317], [0.312, 0.394, -0.906], [1.775, -0.003, 1.492], [0.802, -0.628, 1.864], [-1.765, 0.444, -0.327], [-1.218, -1.086, -0.578], [-0.628, -0.396, 0.861], [0.528, 1.531, -0.820], [1.097, -0.101, -1.270]],
  "e_lumo_ev": [-0.31, -0.79],
  "charge": 0,
  "homo_lumo_gap_ev": [7.57, 8.32],
  "e_homo_ev": [-7.88, -9.11],
  "multiplicity": 1
}

Model c:
{
  "formula": "C2H5NO",
  "method": "ωB97M-V with the def2-TZVPD basis set",
  "species": ["C", "C", "N", "O", "H", "H", "H", "H", "H"],
  "xyz": [[0.181, -1.295, -0.009], [-0.469, 0.993, 0.025], [0.518, -0.034, 0.131], [1.875, 0.260, 0.037], [0.763, -2.144, -0.200], [-0.776, -1.670, 0.187], [-1.349, 0.438, -0.086], [-0.435, 1.579, -0.878], [-0.310, 1.873, 0.793]],
  "e_lumo_ev": [0.33, 0.33],
  "charge": 0,
  "homo_lumo_gap_ev": [9.11, 9.11],
  "e_homo_ev": [-8.78, -8.78],
  "multiplicity": 1
}

model a wins, 62.5 kcal/mol ahead of the next structure.

Model a:
{
  "formula": "C2H5NO",
  "method": "ωB97M-V with the def2-TZVPD basis set",
  "species": ["C", "C", "H", "H", "H", "H", "H", "N", "O"],
  "xyz": [[-0.285, 0.355, 1.062], [0.306, 0.415, -0.402], [-1.193, -0.273, 1.156], [-0.496, 1.453, 1.115], [0.514, 0.118, 1.842], [0.088, -1.960, -0.576], [0.504, -0.994, -2.049], [-0.410, -0.442, -1.233], [0.973, 1.328, -0.913]],
  "e_lumo_ev": -1.15,
  "charge": 0,
  "homo_lumo_gap_ev": 9.06,
  "e_homo_ev": -10.21,
  "multiplicity": 1
}

Model b:
{
  "formula": "C2H5NO",
  "method": "ωB97M-V with the def2-TZVPD basis set",
  "species": ["C", "C", "N", "O", "H", "H", "H", "H", "H"],
  "xyz": [[-0.719, 0.556, 0.071], [0.038, -0.668, -0.293], [1.594, -0.601, 0.321], [1.969, 0.469, 0.686], [-0.621, 0.715, 1.186], [-0.228, 1.337, -0.555], [-1.903, 0.636, -0.192], [0.202, -0.821, -1.308], [-0.332, -1.623, 0.084]],
  "e_lumo_ev": 0.27,
  "charge": 0,
  "homo_lumo_gap_ev": 9.09,
  "e_homo_ev": -8.82,
  "multiplicity": 1
}

model b wins, 42.0 kcal/mol ahead of the next structure.

Model a:
{
  "formula": "C2H5NO",
  "method": "ωB97M-V with the def2-TZVPD basis set",
  "species": ["C", "C", "N", "O", "H", "H", "H", "H", "H"],
  "xyz": [[-0.257, 0.135, 0.830], [0.464, 0.165, -0.466], [-1.615, 0.212, 1.131], [-0.546, 1.163, 1.624], [0.353, -1.458, 1.468], [-0.100, 0.739, -1.269], [0.485, -0.810, -0.794], [1.501, 0.518, -0.508], [-2.129, 0.456, 0.284]],
  "e_lumo_ev": [0.77, 0.77],
  "charge": 0,
  "homo_lumo_gap_ev": [10.09, 10.08],
  "e_homo_ev": [-9.31, -9.31],
  "multiplicity": 1
}

Model b:
{
  "formula": "C2H5NO",
  "method": "ωB97M-V with the def2-TZVPD basis set",
  "species": ["C", "C", "O", "N", "H", "H", "H", "H", "H"],
  "xyz": [[1.016, -0.531, -0.444], [-0.391, 0.076, -0.287], [-1.166, 0.191, -1.210], [-0.613, 0.580, 1.031], [0.883, -1.545, -0.835], [1.626, -0.578, 0.466], [1.553, 0.068, -1.189], [-1.499, 1.325, 0.878], [-1.593, 0.423, 1.476]],
  "e_lumo_ev": 0.79,
  "charge": 0,
  "homo_lumo_gap_ev": 10.84,
  "e_homo_ev": -10.05,
  "multiplicity": 1
}

model b wins, 94.1 kcal/mol ahead of the next structure.

Model a:
{
  "formula": "C4H7ClO",
  "method": "ωB97M-V with the def2-TZVPD basis set",
  "species": ["C", "C", "C", "C", "H", "H", "H", "H", "H", "H", "H", "O", "Cl"],
  "xyz": [[1.444, 0.202, 1.038], [0.890, -0.928, 0.294], [-0.110, -0.537, -0.806], [-0.244, -1.000, -2.011], [-0.283, 0.707, 1.740], [2.271, -0.127, 1.686], [1.937, 0.900, 0.316], [1.796, -1.409, -0.178], [0.573, -1.691, 0.935], [-1.314, -0.959, -2.403], [0.514, -1.568, -2.512], [0.676, 0.979, 1.903], [-1.340, 0.582, -0.347]],
  "e_lumo_ev": 0.82,
  "charge": 0,
  "homo_lumo_gap_ev": 10.50,
  "e_homo_ev": -9.68,
  "multiplicity": 1
}

Model b:
{
  "formula": "C4H7ClO",
  "method": "ωB97M-V with the def2-TZVPD basis set",
  "species": ["C", "C", "C", "C", "H", "H", "H", "H", "H", "H", "H", "O", "Cl"],
  "xyz": [[-0.086, 0.106, -0.339], [1.120, -0.515, -0.789], [-1.473, -0.463, -0.097], [-0.522, -0.070, 1.139], [0.576, 1.862, 0.341], [1.075, -0.213, -1.957], [1.358, -1.603, -0.659], [-1.668, -1.370, -0.379], [-1.943, 0.533, -0.656], [-0.592, 0.937, 1.711], [-0.273, -0.874, 1.860], [-0.177, 1.510, -0.400], [2.605, 0.160, 0.224]],
  "e_lumo_ev": 0.77,
  "charge": 0,
  "homo_lumo_gap_ev": 10.37,
  "e_homo_ev": -9.60,
  "multiplicity": 1
}

model a wins, 53.1 kcal/mol ahead of the next structure.

Model a:
{
  "formula": "C5H10N2",
  "method": "ωB97M-V with the def2-TZVPD basis set",
  "species": ["C", "C", "C", "N", "C", "C", "N", "H", "H", "H", "H", "H", "H", "H", "H", "H", "H"],
  "xyz": [[0.425, 1.216, 0.766], [1.512, -1.125, 0.955], [1.235, 0.097, 0.124], [-2.284, -0.151, -1.224], [-0.955, 0.744, 0.466], [0.762, -0.099, -1.194], [-1.069, -0.094, -0.553], [-2.960, 0.563, -0.963], [-2.566, -1.095, -1.450], [0.590, 1.304, 1.842], [0.621, 2.191, 0.295], [-1.841, 1.095, 0.997], [0.617, -1.753, 1.072], [2.283, -1.741, 0.487], [1.873, -0.849, 1.947], [0.774, 0.738, -1.887], [0.983, -1.041, -1.681]],
  "e_lumo_ev": 0.87,
  "charge": 0,
  "homo_lumo_gap_ev": 7.46,
  "e_homo_ev": -6.59,
  "multiplicity": 1
}

Model b:
{
  "formula": "C5H10N2",
  "method": "ωB97M-V with the def2-TZVPD basis set",
  "species": ["C", "C", "N", "C", "C", "C", "N", "H", "H", "H", "H", "H", "H", "H", "H", "H", "H"],
  "xyz": [[-2.077, -0.151, -0.050], [-1.171, -0.381, -1.252], [-0.220, 0.664, -1.670], [0.328, -0.477, -1.022], [1.092, -0.591, 0.216], [1.990, 0.433, 0.750], [0.973, 0.364, 1.747], [-2.756, 0.699, -0.210], [-1.476, 0.044, 0.845], [-2.700, -1.030, 0.149], [-1.650, -0.879, -2.102], [-0.201, 1.510, -1.106], [1.317, -1.004, -1.415], [1.172, -1.652, 0.457], [2.955, 0.069, 1.071], [2.056, 1.345, 0.156], [0.349, 1.175, 1.640]],
  "e_lumo_ev": 1.06,
  "charge": 0,
  "homo_lumo_gap_ev": 9.77,
  "e_homo_ev": -8.71,
  "multiplicity": 1
}

model a wins, 2.0 kcal/mol ahead of the next structure.